Below is a cluster of 9 separate species, C48H114N6O6S3 in total, with properties calculated with ωB97M-V/def2-TZVPD.

Calculated values
* energy above the lowest of the compared OMol25 structures with the same formula, charge and spin: 125.13 kJ/mol
* LUMO level: -0.24 eV
* HOMO energy: -8.2293 eV
* gap between HOMO and LUMO: 0.293 Eh

Each line ends with the Löwdin charge.
Atoms and positions in Å:
O -16.753 27.133 5.556  -0.3401
S -15.762 26.077 5.714  0.7010
O -14.362 26.451 5.888  -0.3387
C -16.325 25.019 7.146  -0.2013
C -16.918 23.779 6.479  -0.2405
C -16.100 23.425 5.234  -0.2178
C -15.935 24.750 4.513  -0.2445
H -17.016 25.591 7.765  0.1084
H -15.361 24.712 7.551  0.0971
H -17.064 23.034 7.261  0.1160
H -17.928 24.116 6.244  0.1131
H -16.509 22.614 4.632  0.1178
H -15.122 23.100 5.589  0.1139
H -16.882 24.840 3.981  0.1074
H -15.115 24.676 3.799  0.1074
O -14.906 17.833 9.508  -0.3693
S -15.000 16.455 8.961  0.7484
O -15.798 15.413 9.609  -0.3547
C -15.473 16.541 7.107  -0.1697
C -14.090 16.430 6.354  -0.2260
C -13.297 15.394 7.073  -0.2686
C -13.288 15.801 8.525  -0.2090
H -16.071 17.436 6.931  0.0905
H -16.059 15.634 6.953  0.0896
H -14.237 16.252 5.289  0.1129
H -13.532 17.364 6.417  0.1142
H -12.289 15.179 6.721  0.1202
H -13.654 14.389 6.850  0.1200
H -12.551 16.555 8.800  0.1033
H -13.135 14.894 9.108  0.0982
O -12.033 17.144 -2.217  -0.3553
S -12.650 17.310 -0.905  0.7312
O -12.698 16.126 0.017  -0.3687
C -11.976 18.833 0.034  -0.1668
C -13.215 19.766 0.345  -0.2145
C -14.489 18.951 0.132  -0.2177
C -14.303 18.064 -1.141  -0.2173
H -11.235 19.244 -0.652  0.0867
H -11.417 18.421 0.874  0.0896
H -13.063 20.041 1.388  0.0990
H -13.194 20.797 -0.007  0.1084
H -15.387 19.557 0.010  0.1101
H -14.616 18.371 1.046  0.1122
H -14.255 18.634 -2.069  0.1005
H -15.071 17.322 -1.362  0.1024
C -9.419 23.211 5.369  -0.0773
C -8.420 23.037 6.584  -0.2487
N -8.381 21.662 7.030  -0.1944
C -7.859 20.777 5.997  -0.2741
C -8.006 19.298 6.342  -0.1062
C -7.603 21.450 8.279  -0.2204
C -8.356 22.103 9.493  -0.0794
H -10.422 22.887 5.647  0.0699
H -9.037 22.781 4.443  0.0536
H -9.561 24.273 5.170  0.0612
H -7.461 23.489 6.329  0.1091
H -8.734 23.692 7.397  0.0966
H -8.361 20.909 5.039  0.0973
H -6.793 20.888 5.796  0.1137
H -7.182 18.987 6.983  0.0606
H -8.920 19.074 6.892  0.0759
H -7.987 18.613 5.495  0.0692
H -6.554 21.728 8.175  0.1153
H -7.652 20.377 8.464  0.0887
H -7.785 21.854 10.387  0.0646
H -9.405 21.813 9.546  0.0743
H -8.421 23.191 9.475  0.0509
C -22.272 26.242 13.356  -0.0748
C -21.141 26.183 12.314  -0.2333
N -21.082 24.946 11.488  -0.1666
C -20.635 23.785 12.246  -0.2891
C -19.109 23.718 12.465  -0.0874
C -22.391 24.536 10.974  -0.2985
C -22.987 25.502 9.984  -0.0878
H -22.330 25.250 13.803  0.0589
H -23.225 26.274 12.829  0.0628
H -22.130 27.050 14.075  0.0768
H -21.118 27.016 11.612  0.1033
H -20.182 26.273 12.826  0.0978
H -21.092 23.707 13.232  0.1015
H -20.795 22.827 11.750  0.1109
H -18.667 23.659 11.471  0.0625
H -18.740 24.589 13.008  0.0629
H -18.756 22.718 12.716  0.0693
H -23.038 24.169 11.771  0.1116
H -22.171 23.687 10.327  0.1077
H -22.451 25.422 9.038  0.0756
H -22.871 26.534 10.317  0.0611
H -24.045 25.332 9.786  0.0752
C -5.119 32.421 8.898  -0.0967
C -6.566 31.996 8.563  -0.2322
N -6.763 30.664 7.941  -0.2092
C -6.265 29.543 8.730  -0.2403
C -6.950 29.247 10.136  -0.0569
C -8.140 30.372 7.645  -0.3084
C -8.529 30.949 6.303  -0.0827
H -4.921 33.454 9.186  0.0653
H -4.517 32.394 7.990  0.0753
H -4.590 31.951 9.727  0.0622
H -7.245 32.142 9.403  0.1054
H -6.825 32.708 7.779  0.1025
H -6.209 28.773 7.961  0.1123
H -5.255 29.912 8.906  0.0888
H -6.462 28.430 10.667  0.0629
H -6.819 30.167 10.707  0.0612
H -8.003 28.993 10.014  0.0569
H -8.728 30.816 8.449  0.1103
H -8.388 29.311 7.665  0.1146
H -7.940 30.554 5.475  0.0763
H -8.394 32.021 6.448  0.0619
H -9.573 30.732 6.078  0.0707
C -27.145 23.804 -0.127  -0.0944
C -26.941 24.058 1.345  -0.2684
N -25.593 23.558 1.650  -0.2148
C -24.954 24.391 2.689  -0.2679
C -23.507 24.029 3.016  -0.0920
C -25.473 22.106 1.859  -0.2164
C -26.025 21.652 3.267  -0.0702
H -26.246 23.964 -0.723  0.0800
H -27.867 24.486 -0.576  0.0675
H -27.477 22.769 -0.205  0.0638
H -26.882 25.130 1.537  0.1025
H -27.739 23.784 2.035  0.1098
H -25.562 24.472 3.590  0.1090
H -24.941 25.381 2.234  0.1067
H -22.999 23.791 2.081  0.0736
H -23.401 23.134 3.629  0.0597
H -22.994 24.877 3.470  0.0711
H -25.975 21.648 1.007  0.0993
H -24.441 21.790 1.702  0.1007
H -27.015 22.068 3.453  0.0600
H -26.092 20.567 3.192  0.0630
H -25.415 21.905 4.134  0.0576
C -25.731 33.965 4.554  -0.0900
C -24.603 32.928 4.331  -0.2370
N -23.379 33.302 5.066  -0.2015
C -22.397 32.225 5.241  -0.2683
C -22.128 32.002 6.740  -0.0803
C -22.781 34.551 4.559  -0.2454
C -21.916 35.292 5.607  -0.0911
H -25.809 34.323 5.580  0.0743
H -26.736 33.627 4.302  0.0656
H -25.514 34.879 4.001  0.0526
H -24.846 32.012 4.870  0.1045
H -24.448 32.650 3.289  0.1096
H -22.745 31.278 4.828  0.1012
H -21.496 32.288 4.632  0.1097
H -21.671 32.888 7.181  0.0563
H -23.107 31.807 7.178  0.0712
H -21.446 31.169 6.910  0.0665
H -23.582 35.282 4.449  0.0872
H -22.328 34.420 3.577  0.1137
H -20.916 34.883 5.754  0.0634
H -22.455 35.428 6.544  0.0755
H -21.758 36.315 5.268  0.0621
C -16.451 32.373 0.129  -0.0833
C -15.950 31.344 -0.896  -0.3113
N -14.669 31.436 -1.510  -0.1577
C -13.610 31.399 -0.459  -0.2835
C -13.552 30.054 0.166  -0.0917
C -14.530 32.823 -2.120  -0.2506
C -13.708 32.732 -3.376  -0.1087
H -16.373 33.399 -0.230  0.0660
H -15.919 32.169 1.058  0.0655
H -17.516 32.263 0.335  0.0713
H -16.024 30.358 -0.438  0.0999
H -16.728 31.287 -1.657  0.1103
H -12.674 31.735 -0.904  0.1134
H -13.838 32.190 0.255  0.1024
H -14.406 29.953 0.837  0.0682
H -13.500 29.228 -0.543  0.0863
H -12.657 30.085 0.788  0.0768
H -14.054 33.445 -1.363  0.1057
H -15.494 33.199 -2.460  0.1132
H -14.178 32.043 -4.078  0.0735
H -12.664 32.430 -3.283  0.0673
H -13.666 33.663 -3.942  0.0671

Forces on atoms 1 to 6 (eV/Å):
O 0.657 -0.855 -0.534
S -0.315 0.476 1.803
O -1.075 -0.580 -0.446
C 1.450 -0.088 -1.631
C -1.297 0.729 0.662
C 0.628 0.201 1.766

---

Below is a structure of composition C22H30IrN3O5S3, with properties calculated with ωB97M-V/def2-TZVPD.

Calculated values
* LUMO level (alpha / beta): -8.08 / -7.96 eV
* charge: +2
* HOMO energy (alpha / beta): -13.7801 / -13.7580 eV
* gap between HOMO and LUMO (alpha / beta): 0.210 / 0.213 Eh

Each line ends with the Löwdin charge.
Atoms and positions in Å:
Ir 0.126 -0.442 0.017  1.2188
O 1.970 -0.080 1.281  -0.1101
C 2.052 0.349 2.431  -0.1659
C 1.113 1.128 3.169  -0.1117
C 1.515 1.651 4.409  0.0700
C 0.690 2.504 5.103  -0.1265
C -0.573 2.856 4.605  0.0447
C -1.001 2.338 3.419  0.0264
C -0.203 1.432 2.650  -0.3319
O -0.691 0.937 1.589  -0.1729
N 1.129 3.073 6.371  -0.3659
O 0.378 3.846 6.907  0.1133
O 2.209 2.713 6.771  0.1053
H 2.987 0.132 2.971  0.1577
H 2.482 1.413 4.833  0.1379
H -1.172 3.543 5.188  0.1360
H -1.973 2.586 3.022  0.1227
C -3.141 -2.249 2.063  -0.4989
C -1.923 -3.034 2.532  -0.4435
S -0.291 -2.450 1.910  0.9298
C 0.211 -3.780 0.759  -0.4880
C -0.666 -3.924 -0.470  -0.4490
S -0.591 -2.453 -1.582  0.9499
C -2.352 -2.079 -1.890  -0.4749
C -3.064 -1.492 -0.682  -0.5308
S -3.754 -2.775 0.432  0.9246
H -2.952 -1.177 2.054  0.0753
H -3.969 -2.452 2.744  0.0865
H -2.020 -4.091 2.284  0.0911
H -1.842 -2.945 3.618  0.0889
H 0.238 -4.717 1.321  0.1035
H 1.232 -3.517 0.474  0.0790
H -1.709 -4.097 -0.206  0.0312
H -0.307 -4.763 -1.067  0.0982
H -2.842 -2.979 -2.262  0.0963
H -2.319 -1.339 -2.694  0.0840
H -3.922 -0.903 -1.008  0.0822
H -2.373 -0.846 -0.120  0.0079
C 3.597 -2.096 -3.246  -0.0002
N 3.798 -0.829 -2.568  -0.1588
C 4.956 -0.050 -2.938  -0.0156
C 2.931 -0.420 -1.670  -0.3022
O 1.901 -1.047 -1.367  -0.2040
H 4.401 -2.265 -3.957  0.1046
H 2.641 -2.095 -3.772  0.1025
H 3.582 -2.906 -2.515  0.1052
H 5.876 -0.597 -2.717  0.1110
H 4.964 0.889 -2.388  0.0979
H 4.937 0.165 -4.010  0.1095
H 3.170 0.539 -1.195  0.1549
C -2.129 4.086 -4.213  -0.0150
C -1.574 3.117 -3.238  -0.2305
C -0.350 2.481 -3.446  0.0184
C 0.117 1.569 -2.521  -0.1032
N -0.559 1.248 -1.419  -0.0443
C -1.719 1.868 -1.192  -0.1113
C -2.256 2.792 -2.065  0.0214
H -1.340 4.520 -4.818  0.0933
H -2.680 4.876 -3.710  0.0979
H -2.822 3.569 -4.877  0.1082
H 0.233 2.696 -4.327  0.1288
H 1.069 1.082 -2.671  0.0990
H -2.225 1.627 -0.268  0.1085
H -3.199 3.268 -1.839  0.1327

Forces on atoms 1 to 6 (eV/Å):
Ir 0.698 0.918 1.090
O -1.066 -0.695 -1.761
C -0.055 0.806 1.687
C -0.763 -0.294 -0.688
C -0.166 0.522 0.609
C 0.060 -0.526 -0.796

---

Below is a structure of composition C47H43As2N2O4P2TeTi, with properties calculated with ωB97M-V/def2-TZVPD.

Calculated values
* energy above the lowest of the compared OMol25 structures with the same formula, charge and spin: 132.59 kJ/mol
* LUMO level (alpha / beta): -0.34 / -0.33 eV
* 2S+1: 2
* HOMO energy (alpha / beta): -7.0840 / -7.0859 eV
* gap between HOMO and LUMO (alpha / beta): 0.248 / 0.248 Eh

Each line ends with the Löwdin spin population.
Atoms and positions in Å:
Ti 0.399 -0.644 -0.271  0.9226
O -0.840 -2.635 3.143  0.0083
C -0.241 -2.267 2.179  0.0018
O -0.607 -1.325 1.348  -0.0014
C 1.095 -2.910 1.757  0.0102
C 1.948 -3.714 2.505  -0.0021
C 3.171 -4.019 1.966  0.0098
C 3.497 -3.559 0.671  -0.0035
C 2.628 -2.645 0.039  0.0099
N 1.493 -2.399 0.625  0.0044
C 2.879 -1.897 -1.227  0.0009
O 3.836 -2.070 -1.927  0.0019
O 1.953 -0.934 -1.454  -0.0078
H 1.606 -4.077 3.451  -0.0003
H 3.916 -4.706 2.383  0.0006
H 4.407 -3.980 0.290  -0.0004
C -3.797 -5.410 0.685  0.0000
As -1.979 -4.619 0.295  0.0004
C -0.917 -6.236 0.766  0.0001
C -1.987 -4.776 -1.604  0.0002
C -2.062 -5.992 -2.272  0.0002
C -1.876 -6.164 -3.587  -0.0002
C -1.624 -5.027 -4.376  0.0002
C -1.557 -3.774 -3.746  0.0002
C -1.677 -3.662 -2.337  0.0054
As -1.610 -1.872 -1.594  0.0188
C -2.066 -0.855 -3.255  0.0040
C -3.360 -1.708 -0.556  -0.0012
H -3.971 -6.425 0.329  0.0000
H -4.578 -4.806 0.102  0.0000
H -3.980 -5.413 1.725  0.0000
H -1.198 -7.049 0.121  0.0000
H -1.269 -6.463 1.748  0.0000
H 0.126 -5.935 0.800  0.0000
H -2.185 -6.849 -1.742  0.0000
H -1.987 -7.127 -4.098  0.0000
H -1.516 -5.131 -5.497  0.0000
H -1.275 -2.966 -4.342  0.0000
H -3.082 -1.067 -3.539  0.0002
H -1.317 -1.090 -3.932  0.0001
H -1.912 0.140 -2.945  0.0011
H -4.035 -2.513 -0.809  -0.0002
H -3.807 -0.711 -0.728  -0.0001
H -3.067 -1.742 0.464  0.0000
Te 0.114 3.818 2.478  0.0018
C 0.295 5.423 1.017  -0.0001
C 1.540 6.054 0.831  0.0000
C 1.515 7.263 0.204  0.0000
N 0.403 7.832 -0.298  0.0000
C -0.767 7.255 -0.161  0.0000
C -0.858 5.998 0.494  0.0000
C 0.309 2.173 1.104  0.0006
P -0.461 1.768 -0.440  0.0100
C -2.292 2.007 -0.428  0.0033
C -2.997 2.086 -1.642  0.0009
C -4.361 2.359 -1.652  -0.0001
C -4.970 2.691 -0.436  0.0007
C -4.309 2.576 0.733  0.0001
C -3.016 2.184 0.745  0.0007
C 0.068 2.909 -1.846  -0.0009
C 1.367 2.534 -2.237  0.0002
C 2.121 3.280 -3.120  0.0001
C 1.449 4.233 -3.789  -0.0002
C 0.128 4.643 -3.447  0.0000
C -0.572 3.988 -2.422  -0.0004
P 1.342 0.881 1.483  0.0012
C 1.172 0.552 3.256  0.0006
C -0.142 0.521 3.775  -0.0007
C -0.292 0.340 5.163  0.0002
C 0.779 0.229 6.015  -0.0009
C 2.099 0.294 5.494  0.0002
C 2.304 0.438 4.104  -0.0008
C 3.123 1.109 1.029  -0.0003
C 3.517 2.317 0.504  -0.0006
C 4.847 2.376 0.054  0.0001
C 5.609 1.232 0.025  -0.0006
C 5.253 0.028 0.644  0.0002
C 3.893 -0.022 1.070  -0.0002
H 2.403 5.537 1.184  0.0000
H 2.392 7.775 -0.002  0.0000
H -1.674 7.661 -0.577  0.0000
H -1.805 5.490 0.528  0.0000
H -2.445 2.052 -2.477  0.0000
H -4.847 2.293 -2.657  0.0000
H -6.014 3.108 -0.479  0.0000
H -4.733 2.911 1.691  0.0000
H -2.517 2.236 1.720  0.0000
H 1.815 1.741 -1.695  0.0002
H 3.107 3.014 -3.273  0.0000
H 1.918 4.693 -4.681  0.0000
H -0.334 5.528 -3.994  0.0000
H -1.536 4.309 -2.124  0.0000
H -0.948 0.612 3.050  0.0000
H -1.295 0.234 5.566  0.0000
H 0.656 0.019 7.048  -0.0001
H 2.931 0.055 6.102  0.0000
H 3.255 0.484 3.645  0.0000
H 2.793 3.074 0.241  0.0000
H 5.204 3.317 -0.311  0.0000
H 6.556 1.300 -0.499  0.0000
H 5.929 -0.785 0.707  0.0000
H 3.405 -1.004 1.427  0.0002

Forces on atoms 1 to 6 (eV/Å):
Ti 0.747 -1.322 0.997
O -0.506 -0.423 1.155
C 0.444 -0.014 -1.142
O -0.033 0.012 -0.264
C -0.239 0.722 0.890
C -0.804 0.126 0.213

---

> What is the formula in the first record?

C48H114N6O6S3